The following is a DFT calculation (ωB97M-V with the def2-TZVPD basis set) of 15 unconnected molecules or ions with the total composition C42H98Cl12O29P6 in a non-equilibrium geometry.

Each atom is followed by the atoms it is bonded to, with distances in Å.
Positions of all 187 atoms, in Å:
1 C 2.36062 -7.02661 0.54569  O2 1.398, H9 1.090, H10 1.090, H11 1.090
2 O 3.24506 -6.84218 1.61252  C1 1.398, P3 1.566
3 P 2.81794 -6.59965 3.09908  O2 1.566, O4 1.501, O5 1.628, O7 1.639
4 O 3.97749 -6.67857 4.04919  P3 1.501
5 O 2.07211 -5.15338 3.06448  P3 1.628, C6 1.424
6 C 2.76095 -4.05699 3.65776  O5 1.424, H12 1.090, H13 1.090, H14 1.090
7 O 1.67729 -7.74063 3.38697  P3 1.639, C8 1.435
8 C 1.63330 -8.20389 4.74444  O7 1.435, H15 1.090, H16 1.090, H17 1.090
9 H 2.55930 -6.31440 -0.25518  C1 1.090
10 H 1.34048 -6.87723 0.89937  C1 1.090
11 H 2.52663 -8.03393 0.16379  C1 1.090
12 H 3.24839 -3.40790 2.93031  C6 1.090
13 H 3.47502 -4.35705 4.42468  C6 1.090
14 H 1.97371 -3.51643 4.18326  C6 1.090
15 H 0.61766 -8.25280 5.13709  C8 1.090
16 H 2.18955 -7.60720 5.46739  C8 1.090
17 H 1.92818 -9.25082 4.81570  C8 1.090
18 C 0.89685 -6.43118 -4.17390  O19 1.431, H26 1.090, H27 1.090, H28 1.090
19 O -0.42022 -6.70260 -3.68422  C18 1.431, P20 1.713
20 P -0.85141 -6.53096 -2.03572  O19 1.713, O21 1.495, O22 1.625, O24 1.621
21 O -2.28308 -6.16171 -1.81614  P20 1.495
22 O 0.20564 -5.49552 -1.36519  P20 1.625, C23 1.424
23 C 0.17505 -4.10447 -1.67040  O22 1.424, H29 1.090, H30 1.090, H31 1.090
24 O -0.50021 -7.96196 -1.35909  P20 1.621, C25 1.464
25 C -0.96108 -8.21617 0.00753  O24 1.464, H32 1.090, H33 1.090, H34 1.090
26 H 0.84148 -5.48199 -4.70687  C18 1.090
27 H 1.15561 -7.18288 -4.91961  C18 1.090
28 H 1.59408 -6.29346 -3.34746  C18 1.090
29 H -0.60886 -3.57646 -1.12745  C23 1.090
30 H 0.06606 -3.71741 -2.68351  C23 1.090
31 H 1.14347 -3.73870 -1.32911  C23 1.090
32 H -1.37976 -7.32830 0.48135  C25 1.090
33 H -0.30229 -8.68077 0.74118  C25 1.090
34 H -1.71417 -9.00255 -0.04303  C25 1.090
35 C 0.53984 2.66126 0.07128  O36 1.406, H43 1.090, H44 1.090, H45 1.090
36 O 0.47307 1.33333 -0.38738  C35 1.406, P37 1.624
37 P -0.04101 0.21668 0.67369  O36 1.624, O38 1.500, O39 1.660, O41 1.598
38 O 0.22278 0.39772 2.13935  P37 1.500
39 O 0.61046 -1.22459 0.16874  P37 1.660, C40 1.437
40 C 1.78420 -1.78517 0.78057  O39 1.437, H46 1.090, H47 1.090, H48 1.090
41 O -1.59892 0.19246 0.31720  P37 1.598, C42 1.403
42 C -2.35185 -0.47067 1.29772  O41 1.403, H49 1.090, H50 1.090, H51 1.090
43 H 0.38230 3.41483 -0.70034  C35 1.090
44 H 1.55015 2.85979 0.42899  C35 1.090
45 H -0.09755 2.99341 0.89074  C35 1.090
46 H 2.56338 -1.99686 0.04835  C40 1.090
47 H 1.46877 -2.68365 1.31099  C40 1.090
48 H 2.13749 -1.04102 1.49439  C40 1.090
49 H -1.83078 -1.16522 1.95665  C42 1.090
50 H -3.19562 -1.00252 0.85808  C42 1.090
51 H -2.91607 0.20514 1.94039  C42 1.090
52 C 3.74509 5.50254 -5.14927  O53 1.420, H60 1.090, H61 1.090, H62 1.090
53 O 3.47636 4.15710 -5.51499  C52 1.420, P54 1.628
54 P 1.95788 3.70610 -5.89134  O53 1.628, O55 1.514, O56 1.632, O58 1.648
55 O 1.76315 2.27254 -6.33734  P54 1.514
56 O 1.05026 4.28025 -4.66314  P54 1.632, C57 1.328
57 C -0.15104 3.80956 -4.34718  O56 1.328, H63 1.090, H64 1.090, H65 1.090
58 O 1.58446 4.81036 -7.05588  P54 1.648, C59 1.452
59 C 2.27330 4.80808 -8.33444  O58 1.452, H66 1.090, H67 1.090, H68 1.090
60 H 2.83106 6.07250 -4.98255  C52 1.090
61 H 4.39917 6.01478 -5.85487  C52 1.090
62 H 4.25944 5.57126 -4.19071  C52 1.090
63 H -0.12840 3.38476 -3.34362  C57 1.090
64 H -0.48562 2.96855 -4.95451  C57 1.090
65 H -0.90148 4.59986 -4.36678  C57 1.090
66 H 3.22803 4.28218 -8.33060  C59 1.090
67 H 2.42848 5.86049 -8.57206  C59 1.090
68 H 1.71991 4.53124 -9.23178  C59 1.090
69 C -4.41566 4.81407 -5.48870  O70 1.454, H77 1.090, H78 1.090, H79 1.090
70 O -4.99099 5.13425 -4.19250  C69 1.454, P71 1.656
71 P -4.73529 4.08742 -2.93498  O70 1.656, O72 1.522, O73 1.644, O75 1.640
72 O -5.02274 4.66313 -1.55582  P71 1.522
73 O -5.64978 2.77098 -3.29989  P71 1.644, C74 1.414
74 C -7.04097 2.83746 -3.05353  O73 1.414, H80 1.090, H81 1.090, H82 1.090
75 O -3.18746 3.57462 -3.11337  P71 1.640, C76 1.415
76 C -2.81848 2.45056 -2.33794  O75 1.415, H83 1.090, H84 1.090, H85 1.090
77 H -3.54549 4.15797 -5.46750  C69 1.090
78 H -4.14024 5.70705 -6.04979  C69 1.090
79 H -5.13280 4.29790 -6.12697  C69 1.090
80 H -7.37175 3.82295 -2.72566  C74 1.090
81 H -7.40016 2.08911 -2.34709  C74 1.090
82 H -7.48639 2.76823 -4.04595  C74 1.090
83 H -2.39839 1.66891 -2.97092  C76 1.090
84 H -3.61781 2.10570 -1.68202  C76 1.090
85 H -1.95512 2.54226 -1.67892  C76 1.090
86 C -6.91788 -2.32284 0.65368  O87 1.435, H94 1.090, H95 1.090, H96 1.090
87 O -6.73171 -3.69015 1.04594  C86 1.435, P88 1.605
88 P -5.35816 -4.05758 1.79000  O87 1.605, O89 1.483, O90 1.642, O92 1.581
89 O -4.21163 -3.19329 1.41690  P88 1.483
90 O -5.73708 -3.93618 3.38287  P88 1.642, C91 1.415
91 C -5.82356 -2.60832 3.86441  O90 1.415, H97 1.090, H98 1.090, H99 1.090
92 O -5.11606 -5.60924 1.60398  P88 1.581, C93 1.356
93 C -4.37097 -6.07689 0.57244  O92 1.356, H100 1.090, H101 1.090, H102 1.090
94 H -6.04424 -1.70534 0.44503  C86 1.090
95 H -7.51293 -1.68847 1.31063  C86 1.090
96 H -7.44425 -2.34666 -0.30050  C86 1.090
97 H -6.80146 -2.44190 4.31620  C91 1.090
98 H -5.72833 -1.83840 3.09874  C91 1.090
99 H -4.98338 -2.54454 4.55587  C91 1.090
100 H -4.78552 -6.97729 0.11909  C93 1.090
101 H -3.36244 -6.10229 0.98515  C93 1.090
102 H -4.37951 -5.39083 -0.27452  C93 1.090
103 C 5.19358 1.82086 2.68874  C104 1.508, C107 1.542, H108 1.090, H109 1.090
104 C 5.94226 2.87686 1.91596  C103 1.508, C105 1.534, H110 1.090, H111 1.090
105 C 5.47348 2.58226 0.48524  C104 1.534, O106 1.423, H112 1.090, H113 1.090
106 O 4.08196 2.34626 0.66820  C105 1.423, C107 1.437
107 C 3.97848 1.47407 1.80576  C103 1.542, O106 1.437, H114 1.090, H115 1.090
108 H 4.88025 2.26347 3.63427  C103 1.090
109 H 5.76147 0.91980 2.92049  C103 1.090
110 H 7.02511 2.79613 2.01094  C104 1.090
111 H 5.64539 3.89134 2.18203  C104 1.090
112 H 6.02414 1.78830 -0.01923  C105 1.090
113 H 5.52320 3.37995 -0.25592  C105 1.090
114 H 3.93795 0.41717 1.54230  C107 1.090
115 H 3.06353 1.63606 2.37561  C107 1.090
116 C 7.26394 -2.61720 1.69836  C117 1.518, C120 1.563, H121 1.090, H122 1.090
117 C 6.91759 -1.61475 0.61216  C116 1.518, C118 1.559, H123 1.090, H124 1.090
118 C 5.63295 -2.24463 -0.00752  C117 1.559, O119 1.422, H125 1.090, H126 1.090
119 O 5.04136 -2.96281 1.06736  C118 1.422, C120 1.441
120 C 5.83948 -2.91964 2.26645  C116 1.563, O119 1.441, H127 1.090, H128 1.090
121 H 7.90261 -2.34571 2.53890  C116 1.090
122 H 7.70718 -3.53533 1.31278  C116 1.090
123 H 7.64283 -1.53889 -0.19800  C117 1.090
124 H 6.81798 -0.64234 1.09445  C117 1.090
125 H 5.95276 -2.93048 -0.79201  C118 1.090
126 H 4.93113 -1.47572 -0.33051  C118 1.090
127 H 5.74740 -3.81207 2.88547  C120 1.090
128 H 5.43921 -2.07584 2.82848  C120 1.090
129 C 2.13291 5.84821 -0.27368  C130 1.521, C133 1.511, H134 1.090, H135 1.090
130 C 3.12522 6.88618 0.22876  C129 1.521, C131 1.486, H136 1.090, H137 1.090
131 C 4.37929 6.64705 -0.53161  C130 1.486, O132 1.402, H138 1.090, H139 1.090
132 O 3.82666 6.26924 -1.76332  C131 1.402, C133 1.399
133 C 2.72423 5.42329 -1.59802  C129 1.511, O132 1.399, H140 1.090, H141 1.090
134 H 1.15530 6.32648 -0.33408  C129 1.090
135 H 2.05490 5.06996 0.48548  C129 1.090
136 H 3.35578 6.81835 1.29194  C130 1.090
137 H 2.74959 7.89005 0.03068  C130 1.090
138 H 4.99853 5.86456 -0.09302  C131 1.090
139 H 5.05560 7.49607 -0.63092  C131 1.090
140 H 3.10141 4.40090 -1.57411  C133 1.090
141 H 2.03003 5.58829 -2.42201  C133 1.090
142 C -3.93044 -1.19646 -3.37649  C143 1.489, C146 1.509, H147 1.090, H148 1.090
143 C -4.16619 -1.75613 -2.01667  C142 1.489, C144 1.510, H149 1.090, H150 1.090
144 C -3.02593 -2.72314 -1.80811  C143 1.510, O145 1.441, H151 1.090, H152 1.090
145 O -2.71744 -3.12647 -3.15684  C144 1.441, C146 1.443
146 C -3.54198 -2.44651 -4.12686  C142 1.509, O145 1.443, H153 1.090, H154 1.090
147 H -3.08648 -0.51682 -3.49449  C142 1.090
148 H -4.80450 -0.62432 -3.68757  C142 1.090
149 H -5.08614 -2.34074 -2.02163  C143 1.090
150 H -4.30159 -0.95949 -1.28514  C143 1.090
151 H -3.34434 -3.53199 -1.15048  C144 1.090
152 H -2.14683 -2.18417 -1.45485  C144 1.090
153 H -4.45856 -2.95788 -4.42096  C146 1.090
154 H -2.96208 -2.34954 -5.04468  C146 1.090
155 C 0.90129 5.08395 3.61408  C156 1.482, C159 1.506, H160 1.090, H161 1.090
156 C 1.75171 5.75935 4.62316  C155 1.482, C157 1.581, H162 1.090, H163 1.090
157 C 2.41437 4.57709 5.43732  C156 1.581, O158 1.440, H164 1.090, H165 1.090
158 O 2.16255 3.45988 4.56388  C157 1.440, C159 1.402
159 C 1.77706 3.90258 3.29114  C155 1.506, O158 1.402, H166 1.090, H167 1.090
160 H 0.69698 5.77366 2.79514  C155 1.090
161 H -0.02796 4.75876 4.08188  C155 1.090
162 H 1.23205 6.45125 5.28599  C156 1.090
163 H 2.51106 6.37871 4.14580  C156 1.090
164 H 1.94371 4.52678 6.41918  C157 1.090
165 H 3.49725 4.64190 5.54343  C157 1.090
166 H 1.02250 3.25589 2.84333  C159 1.090
167 H 2.60112 4.02643 2.58851  C159 1.090
168 C -1.46285 -4.49766 3.49906  Cl169 1.758, Cl170 1.797, Cl171 1.792, H172 1.090
169 Cl -0.63117 -5.72440 4.44488  C168 1.758
170 Cl -0.94050 -4.67832 1.78956  C168 1.797
171 Cl -1.34087 -2.79535 4.04651  C168 1.792
172 H -2.50787 -4.80658 3.47476  C168 1.090
173 C -5.37253 2.00724 1.27583  Cl174 1.819, Cl175 1.779, Cl176 1.787, H177 1.090
174 Cl -5.83141 1.03261 -0.18995  C173 1.819
175 Cl -5.55024 1.03926 2.75819  C173 1.779
176 Cl -6.55231 3.33578 1.46631  C173 1.787
177 H -4.35516 2.38046 1.15852  C173 1.090
178 C -3.17054 6.14696 0.77224  Cl179 1.773, Cl180 1.771, Cl181 1.780, H182 1.090
179 Cl -1.99728 7.31856 1.40061  C178 1.773
180 Cl -4.37376 5.76084 2.01284  C178 1.771
181 Cl -2.27896 4.67717 0.31103  C178 1.780
182 H -3.75688 6.46094 -0.09132  C178 1.090
183 C -1.66111 1.61330 4.59866  Cl184 1.796, Cl185 1.826, Cl186 1.763, H187 1.090
184 Cl -0.93603 2.37903 6.05199  C183 1.796
185 Cl -2.28648 2.87448 3.43496  C183 1.826
186 Cl -3.01862 0.64556 5.17336  C183 1.763
187 H -0.93703 0.96925 4.09965  C183 1.090

Computed properties:
2S+1   1
Strongest force on any atom   5.40 eV/Å
LUMO energy   0.0161 hartree
Kohn-Sham gap   9.69 eV
Energy   -310531.0024 eV
Energy relative to the best compared isomer or geometry (same formula, charge and spin)   2.226 eV

These are the Mulliken partial charges, in e, on atoms 1 to 4: -0.24 -0.40 0.74 -0.79